i.
{
  "formula": "C65H54CoF3N4OP2S2",
  "method": "ωB97M-V/def2-TZVPD",
  "elements": ["Co", "O", "S", "C", "C", "C", "C", "C", "C", "C", "C", "C", "C", "P", "C", "C", "C", "C", "C", "C", "C", "C", "C", "C", "C", "C", "C", "C", "C", "C", "C", "C", "C", "C", "C", "C", "C", "C", "P", "C", "C", "C", "C", "C", "C", "C", "C", "C", "C", "C", "C", "C", "C", "H", "H", "H", "H", "H", "H", "H", "H", "H", "H", "H", "H", "H", "H", "H", "H", "H", "H", "H", "H", "H", "H", "H", "H", "H", "H", "H", "H", "H", "H", "H", "H", "H", "H", "H", "H", "S", "C", "N", "C", "C", "C", "N", "H", "H", "H", "H", "H", "H", "H", "H", "F", "C", "F", "F", "C", "C", "C", "C", "C", "C", "C", "C", "H", "H", "H", "H", "C", "C", "N", "C", "C", "N", "H", "H", "H", "H", "H", "H"],
  "coordinates": [[-0.25372, 0.41305, -0.26037], [-0.25472, 3.56705, -1.02737], [0.55708, 2.64865, -0.22307], [2.23908, 3.08455, -0.74228], [2.38168, 4.31675, -1.33488], [3.62728, 4.88885, -1.62408], [4.74738, 4.19195, -1.26408], [6.20438, 4.53055, -1.34288], [6.93918, 3.22695, -0.94388], [5.84888, 2.26855, -0.55837], [5.86728, 0.96625, -0.13647], [4.64968, 0.26825, -0.06667], [3.42078, 0.85095, -0.31837], [1.95548, -0.14995, -0.77218], [1.88338, 0.27455, -2.55468], [2.94938, 0.77525, -3.29558], [2.81078, 0.97765, -4.65618], [1.62038, 0.67115, -5.29638], [0.56008, 0.15815, -4.56648], [0.69188, -0.03225, -3.20367], [2.74538, -1.79985, -0.90768], [3.29628, -2.27835, -2.09137], [3.95908, -3.49375, -2.10978], [4.06668, -4.24835, -0.95478], [3.48518, -3.79615, 0.21833], [2.82828, -2.57975, 0.24302], [3.36428, 2.25405, -0.55278], [4.60298, 2.88935, -0.75598], [0.55668, 3.49765, 1.42202], [0.73698, 4.85675, 1.31042], [0.63508, 5.76165, 2.37353], [0.34098, 5.25485, 3.60552], [0.16878, 5.92785, 4.93382], [-0.14502, 4.78065, 5.91862], [-0.02222, 3.53225, 5.10112], [-0.07862, 2.21515, 5.46382], [-0.07572, 1.26605, 4.43742], [-0.00192, 1.57545, 3.08872], [-0.42002, 0.20155, 1.94802], [-2.16832, -0.17815, 2.30712], [-3.01012, -0.34445, 1.07802], [-4.45332, -0.51995, 1.37642], [-4.91702, -0.73465, 2.62972], [-4.03712, -0.76645, 3.72762], [-2.69562, -0.43775, 3.54843], [0.42698, -1.18945, 2.76402], [-0.21732, -2.41475, 2.88862], [0.42358, -3.48705, 3.47833], [1.72468, -3.35325, 3.93253], [2.38128, -2.14065, 3.79442], [1.74288, -1.06255, 3.20612], [0.24518, 2.92525, 2.68692], [0.18858, 3.86205, 3.74923], [1.48538, 4.85475, -1.60218], [3.68178, 5.85625, -2.09628], [6.43588, 5.34115, -0.64868], [6.48248, 4.86955, -2.34197], [7.64248, 3.38615, -0.12447], [7.50658, 2.82895, -1.78828], [6.79058, 0.44395, 0.06333], [4.69378, -0.78985, 0.14462], [3.89168, 0.99315, -2.81498], [3.64338, 1.36775, -5.22228], [1.52138, 0.83215, -6.35878], [-0.36582, -0.08885, -5.06678], [-0.13022, -0.41995, -2.60777], [3.22188, -1.70395, -3.00337], [4.39768, -3.84735, -3.03118], [4.59478, -5.18975, -0.97137], [3.54528, -4.39405, 1.11472], [2.37178, -2.22365, 1.15302], [0.95208, 5.25915, 0.33642], [0.79398, 6.81485, 2.19763], [-0.63762, 6.66265, 4.89552], [1.08158, 6.45565, 5.21512], [-1.16702, 4.85675, 6.29832], [0.52428, 4.77235, 6.78002], [-0.16132, 1.91305, 6.49632], [-0.14552, 0.22415, 4.71382], [-2.89202, 0.51555, 0.41302], [-5.14032, -0.47325, 0.54422], [-5.97562, -0.86735, 2.79592], [-4.40672, -1.00605, 4.71062], [-2.06342, -0.38695, 4.42002], [-1.23132, -2.50795, 2.53223], [-0.09322, -4.42775, 3.58812], [2.22628, -4.19525, 4.38482], [3.39818, -2.04335, 4.14222], [2.25268, -0.11385, 3.09692], [-0.31952, -2.95625, -0.78648], [-1.03642, -3.48285, -2.26617], [-2.13742, -4.24655, -2.26407], [-2.78392, -4.68895, -3.48127], [-1.72922, -4.85595, -4.57178], [-0.95022, -3.55145, -4.71568], [-0.44922, -3.14305, -3.42138], [-2.50992, -4.52195, -1.37108], [-3.53762, -3.95455, -3.79338], [-3.28802, -5.63725, -3.28878], [-2.20732, -5.12065, -5.51418], [-1.04472, -5.65405, -4.28488], [-1.60612, -2.76925, -5.11798], [-0.10462, -3.68045, -5.39408], [0.38638, -2.58025, -3.36248], [-7.91522, -4.32145, -0.14517], [-6.83282, -5.01925, -0.53668], [-7.04892, -5.34495, -1.82598], [-6.83832, -6.16195, 0.15803], [-5.57402, -4.22165, -0.36518], [-5.34342, -3.17825, -1.25648], [-4.25122, -2.36295, -1.06688], [-3.39202, -2.56935, 0.01393], [-3.60592, -3.64255, 0.87062], [-4.69922, -4.47115, 0.68242], [-2.40222, -1.50865, 0.24673], [-1.16722, -1.38625, -0.22698], [-6.03592, -2.99685, -2.06408], [-4.06692, -1.52735, -1.72738], [-2.93832, -3.81115, 1.70092], [-4.88812, -5.29155, 1.35772], [-2.55272, 3.01235, 0.64842], [-2.55422, 2.54615, -0.76058], [-2.02332, 1.44025, -1.25088], [-2.34162, 1.42595, -2.58057], [-3.06492, 2.53285, -2.89528], [-3.19792, 3.22705, -1.72698], [-1.92002, 2.37145, 1.25782], [-3.56072, 3.00545, 1.06252], [-2.16312, 4.02725, 0.69122], [-2.04702, 0.62275, -3.22327], [-3.47722, 2.87845, -3.82038], [-3.62802, 4.12845, -1.61448]],
  "mulliken_spin": [0.017, 0.000, 0.003, -0.001, 0.001, 0.000, 0.001, 0.000, 0.000, -0.001, 0.000, -0.002, 0.002, -0.001, 0.003, -0.001, 0.000, 0.000, -0.001, 0.000, 0.002, -0.001, 0.000, 0.000, 0.000, -0.001, 0.001, 0.000, -0.004, 0.003, -0.002, 0.002, 0.000, 0.000, 0.005, 0.004, 0.001, -0.022, 0.076, 0.360, -0.114, 0.337, -0.118, 0.414, -0.148, 0.027, -0.071, 0.000, 0.000, 0.000, -0.002, 0.014, -0.007, 0.000, 0.000, 0.000, 0.000, 0.000, 0.000, 0.000, 0.000, 0.000, 0.000, 0.000, 0.000, -0.001, 0.000, 0.000, 0.000, 0.000, 0.001, 0.000, 0.000, 0.000, 0.000, 0.000, 0.000, 0.000, -0.003, 0.081, 0.010, 0.001, 0.003, 0.021, 0.040, 0.000, 0.000, 0.000, 0.001, 0.008, -0.001, -0.001, 0.000, 0.000, 0.000, 0.002, 0.000, 0.000, 0.000, 0.000, 0.000, 0.000, 0.000, 0.000, 0.000, 0.001, 0.000, 0.000, 0.009, -0.016, 0.014, 0.038, 0.003, -0.009, 0.030, -0.013, 0.000, 0.002, 0.011, 0.000, -0.022, -0.009, -0.001, 0.004, -0.001, 0.000, 0.019, 0.001, 0.000, 0.001, 0.000, 0.000],
  "homo_ev": [-8.082, -8.073],
  "charge": 1,
  "orbital_gap_ev": [6.18, 5.70],
  "multiplicity": 2
}

---

ii.
{
  "formula": "C65H54CoF3N4OP2S2",
  "method": "ωB97M-V/def2-TZVPD",
  "elements": ["Co", "O", "S", "C", "C", "C", "C", "C", "C", "C", "C", "C", "C", "P", "C", "C", "C", "C", "C", "C", "C", "C", "C", "C", "C", "C", "C", "C", "C", "C", "C", "C", "C", "C", "C", "C", "C", "C", "P", "C", "C", "C", "C", "C", "C", "C", "C", "C", "C", "C", "C", "C", "C", "H", "H", "H", "H", "H", "H", "H", "H", "H", "H", "H", "H", "H", "H", "H", "H", "H", "H", "H", "H", "H", "H", "H", "H", "H", "H", "H", "H", "H", "H", "H", "H", "H", "H", "H", "H", "S", "C", "N", "C", "C", "C", "N", "H", "H", "H", "H", "H", "H", "H", "H", "F", "C", "F", "F", "C", "C", "C", "C", "C", "C", "C", "C", "H", "H", "H", "H", "C", "C", "N", "C", "C", "N", "H", "H", "H", "H", "H", "H"],
  "coordinates": [[0.07752, 0.26655, 0.66306], [-0.48883, -0.59446, -2.21496], [-0.43207, 0.60071, -1.37116], [-2.23431, 1.17754, -1.35654], [-2.62032, 1.98754, -2.54631], [-3.84402, 1.90714, -3.14749], [-4.78408, 0.98602, -2.68812], [-6.21592, 0.76595, -3.05182], [-6.67857, -0.40261, -2.15037], [-5.46700, -0.79158, -1.36089], [-5.27690, -1.75926, -0.40218], [-4.00933, -1.88753, 0.15351], [-2.94521, -1.03809, -0.17626], [-1.32976, -1.54735, 0.49292], [-1.44184, -1.62933, 2.31818], [-2.41617, -1.84106, 3.49973], [-2.27318, -3.05843, 4.30382], [-1.05723, -3.70032, 4.37180], [0.02556, -3.27863, 3.62746], [-0.02158, -2.07925, 2.77154], [-1.37347, -3.23737, -0.19229], [-1.23588, -4.36459, 0.61010], [-1.41115, -5.62415, 0.06252], [-1.69838, -5.76851, -1.28392], [-1.79959, -4.64954, -2.09528], [-1.64908, -3.38907, -1.55130], [-3.13769, -0.00870, -1.09761], [-4.40294, 0.06125, -1.69797], [0.40771, 1.80380, -2.40560], [0.20837, 1.66046, -3.76131], [0.86600, 2.44646, -4.71754], [1.76517, 3.37762, -4.27251], [2.63027, 4.35293, -5.01024], [3.43290, 5.08650, -3.91246], [2.96270, 4.48792, -2.62274], [3.31487, 4.73411, -1.32519], [2.67774, 3.99980, -0.31715], [1.71474, 3.03280, -0.55513], [0.95420, 2.25233, 0.91298], [2.25648, 2.44594, 2.16802], [3.39747, 1.65740, 2.02175], [4.44232, 1.76675, 2.91790], [4.36541, 2.67147, 3.96465], [3.23744, 3.46253, 4.10989], [2.18201, 3.35383, 3.21981], [-0.30280, 3.47511, 1.37530], [-0.66261, 4.53185, 0.54696], [-1.62126, 5.43771, 0.96304], [-2.23464, 5.29022, 2.19551], [-1.89544, 4.22196, 3.01343], [-0.93289, 3.31854, 2.60840], [1.33463, 2.74832, -1.89692], [1.99061, 3.50713, -2.88979], [-1.93218, 2.76236, -2.84380], [-4.08624, 2.57965, -3.95786], [-6.32066, 0.52901, -4.11381], [-6.80475, 1.66662, -2.86495], [-7.05310, -1.24321, -2.73549], [-7.47800, -0.09540, -1.47280], [-6.07763, -2.40868, -0.08212], [-3.82476, -2.67240, 0.87445], [-3.45573, -1.63882, 3.22873], [-3.10788, -3.38621, 4.90160], [-0.95528, -4.57709, 4.99317], [0.96240, -3.81075, 3.69644], [0.64927, -2.20985, 1.90772], [-1.01625, -4.26046, 1.66167], [-1.34144, -6.49404, 0.69982], [-1.85542, -6.75127, -1.69944], [-2.01517, -4.75876, -3.14872], [-1.74640, -2.51127, -2.17252], [-0.49030, 0.90096, -4.08486], [0.65997, 2.30031, -5.76633], [2.01612, 5.04465, -5.58818], [3.28215, 3.83645, -5.71582], [3.24614, 6.16116, -3.92839], [4.50726, 4.94087, -4.03123], [4.05807, 5.47298, -1.06660], [2.95440, 4.20346, 0.70670], [3.45967, 0.95917, 1.20228], [5.32024, 1.14958, 2.79678], [5.18148, 2.76856, 4.66291], [3.18080, 4.17694, 4.91709], [1.31183, 3.98359, 3.33909], [-0.20093, 4.64830, -0.42320], [-1.88822, 6.26078, 0.31866], [-2.97678, 6.00531, 2.51411], [-2.38503, 4.09759, 3.96751], [-0.65423, 2.48222, 3.23442], [2.31871, -0.67889, -0.16033], [2.13375, -1.36412, -1.69738], [1.46688, -2.50252, -1.85147], [1.16271, -3.03687, -3.16052], [2.35335, -2.78378, -4.07698], [2.66298, -1.28981, -4.09165], [2.77535, -0.81284, -2.72766], [0.88462, -2.79178, -1.07599], [0.26590, -2.54545, -3.55341], [0.96698, -4.10491, -3.05613], [2.13417, -3.13296, -5.08480], [3.22025, -3.32820, -3.69979], [1.86660, -0.73757, -4.60598], [3.60492, -1.09976, -4.61021], [3.30655, 0.02507, -2.54350], [-9.16882, 2.98752, 2.63946], [-8.41072, 4.09666, 2.56173], [-8.43183, 4.65622, 3.78428], [-9.05325, 4.93894, 1.74236], [-7.01200, 3.78103, 2.10641], [-6.32401, 2.73956, 2.72236], [-5.07383, 2.37768, 2.26378], [-4.49687, 3.06169, 1.19204], [-5.16672, 4.15098, 0.62863], [-6.42262, 4.50404, 1.07599], [-3.37948, 2.53762, 0.51899], [-2.56131, 2.01022, -0.20499], [-6.78274, 2.19919, 3.53748], [-4.55183, 1.54631, 2.71127], [-4.70714, 4.69039, -0.18356], [-6.95325, 5.32002, 0.60736], [1.89917, -0.67696, 3.84888], [0.43484, -0.74621, 3.49650], [-0.04555, 0.25857, 2.57171], [-1.41799, -0.09585, 2.64942], [-1.77871, -0.50352, 4.08859], [-0.45587, -0.57849, 4.64982], [2.47819, -0.66464, 2.92911], [2.18158, -1.53605, 4.44979], [2.09654, 0.23352, 4.40689], [-2.12777, 0.54696, 2.12451], [-2.43800, 0.11328, 4.70209], [-0.33155, -1.29892, 5.35244]],
  "mulliken_spin": [0.118, 0.000, -0.015, 0.008, -0.033, -0.006, -0.034, 0.003, 0.001, -0.009, 0.000, -0.022, 0.013, -0.025, -0.004, 0.024, 0.470, -0.089, 0.472, -0.026, -0.020, 0.047, -0.003, 0.000, 0.000, -0.001, -0.027, -0.003, 0.003, 0.000, -0.002, 0.000, 0.000, 0.000, 0.000, 0.000, 0.000, 0.004, -0.007, 0.000, -0.002, 0.000, 0.000, 0.000, 0.001, 0.000, 0.001, 0.000, 0.000, 0.000, 0.007, 0.001, 0.000, -0.002, 0.000, -0.002, -0.002, -0.001, -0.001, 0.000, 0.010, -0.021, -0.014, 0.010, 0.000, -0.011, -0.013, 0.000, 0.000, 0.000, 0.000, -0.001, 0.000, 0.000, 0.000, 0.000, 0.000, 0.000, 0.000, 0.001, 0.000, 0.000, 0.000, 0.000, 0.000, 0.000, 0.000, 0.000, -0.006, 0.010, 0.003, 0.001, 0.000, 0.000, 0.000, 0.001, 0.001, 0.000, 0.000, 0.000, 0.000, 0.000, 0.000, 0.000, 0.000, 0.000, 0.000, 0.000, 0.000, 0.000, -0.002, 0.000, 0.000, 0.000, -0.005, 0.003, 0.000, 0.001, 0.000, 0.000, 0.026, 0.087, 0.020, 0.004, 0.088, 0.006, 0.004, -0.020, 0.004, -0.008, -0.030, 0.015],
  "homo_ev": [-8.105, -7.849],
  "charge": 1,
  "orbital_gap_ev": [3.39, 3.09],
  "multiplicity": 2
}

---

The structure with the greatest stability is i.

---

i.
{
  "formula": "C3H3ClS",
  "method": "ωB97M-V/def2-TZVPD",
  "elements": ["C", "C", "C", "S", "Cl", "H", "H", "H"],
  "coordinates": [[-0.65647, -0.75846, -0.76263], [-0.80221, -2.19591, -2.05510], [0.08602, 0.53436, 0.03923], [-1.62218, -0.77348, -2.23962], [-1.19633, 1.66852, 0.53189], [-1.14919, -1.08556, 0.07600], [0.76091, 1.07617, -0.52353], [0.46764, 0.24042, 0.97636]],
  "lowdin_charge": [-0.567, -0.254, -0.546, 0.802, 0.526, -0.015, 0.020, 0.034],
  "homo_ev": -9.337,
  "orbital_gap_ev": 8.84,
  "multiplicity": 1
}

---

ii.
{
  "formula": "C3H3ClS",
  "method": "ωB97M-V/def2-TZVPD",
  "elements": ["S", "C", "Cl", "H", "C", "C", "H", "H"],
  "coordinates": [[-0.87408, 1.96536, -0.89415], [-2.27688, 1.08166, -1.04611], [-3.26696, 0.67446, 0.24463], [-2.54118, 0.63066, -1.96843], [2.11502, -0.71132, 1.36824], [2.36026, -1.35540, 0.41106], [1.80559, -0.40624, 2.34587], [2.67823, -1.87918, -0.46111]],
  "lowdin_charge": [0.575, -1.165, 0.599, -0.016, -0.019, -0.015, 0.023, 0.018],
  "homo_ev": [-9.308, -9.308],
  "smiles": "S=CCl.C#C",
  "orbital_gap_ev": [8.55, 8.55],
  "multiplicity": 1
}

---

The structure with the greatest stability is ii.

---

i.
{
  "formula": "C2H4S3",
  "method": "ωB97M-V/def2-TZVPD",
  "elements": ["C", "C", "H", "H", "H", "H", "S", "S", "S"],
  "coordinates": [[0.45456, -0.30095, 0.83104], [-0.93260, -0.25533, 0.12967], [2.47837, 1.44100, -0.31618], [0.90095, 0.46653, 1.40158], [0.85914, -1.37725, 1.22980], [-2.38492, 0.89884, -1.68200], [1.57212, -0.37789, -0.77674], [-1.42391, 1.17547, -0.37535], [-1.52370, -1.67041, -0.44182]],
  "lowdin_charge": [-0.589, -1.495, 0.108, 0.010, 0.103, 0.076, 0.464, 0.727, 0.596],
  "homo_ev": -8.739,
  "orbital_gap_ev": 7.40,
  "multiplicity": 1
}

---

ii.
{
  "formula": "C2H4S3",
  "method": "ωB97M-V/def2-TZVPD",
  "elements": ["S", "C", "S", "C", "S", "H", "H", "H", "H"],
  "coordinates": [[0.04465, -1.75516, -0.32524], [-0.04485, 0.02094, -0.04086], [-2.02238, 0.60061, -0.13118], [0.79026, 0.58949, 1.00988], [1.21563, 1.12300, -0.68745], [0.54663, -1.79858, -1.56894], [-2.15229, -0.02356, -1.37562], [0.18697, 1.35498, 1.55155], [1.43539, -0.11172, 1.56786]],
  "lowdin_charge": [0.674, -1.371, 0.541, -0.509, 0.773, -0.132, -0.139, 0.078, 0.084],
  "homo_ev": -9.003,
  "smiles": "SC1(S)CS1",
  "orbital_gap_ev": 9.32,
  "multiplicity": 1
}

---

The structure with the greatest stability is ii.

---

i.
{
  "formula": "H3PS",
  "method": "ωB97M-V/def2-TZVPD",
  "elements": ["P", "S", "H", "H", "H"],
  "coordinates": [[-0.66172, -0.50988, 0.04013], [1.60039, -0.11376, -0.01694], [-0.78582, 0.91294, -0.56187], [-0.82371, -0.27515, 1.37843], [1.55672, 0.15407, -1.25664]],
  "lowdin_charge": [0.431, 0.205, -0.110, -0.217, -0.308],
  "homo_ev": -8.956,
  "smiles": "PS",
  "orbital_gap_ev": 9.21,
  "multiplicity": 1
}

---

ii.
{
  "formula": "H3PS",
  "method": "ωB97M-V/def2-TZVPD",
  "elements": ["P", "S", "H", "H", "H"],
  "coordinates": [[0.71340, -0.52255, 0.04841], [-1.27523, 0.10764, -0.01317], [0.77859, -0.28784, 1.44510], [1.09141, 0.81790, -0.22209], [-1.30817, -0.11514, -1.25826]],
  "lowdin_charge": [0.362, 0.244, -0.159, -0.167, -0.280],
  "homo_ev": -9.066,
  "smiles": "PS",
  "orbital_gap_ev": 9.89,
  "multiplicity": 1
}

---

The structure with the greatest stability is ii.